# C61H63BGe2N8O2RbS4

C61H63BGe2N8O2RbS4 as an isolated structure (ωB97M-V/def2-TZVPD, the OMol25 dataset).

The expectation value of S² is 0.754. The calculation puts the strongest force on any atom at 1.894 eV/Å. The molar mass comes out at 1310.0 Da. The HOMO-LUMO gap (alpha / beta) is 6.578 / 4.527 eV. The spin multiplicity is 2. As for the highest occupied orbital energy (alpha / beta): -2.969 / -2.968 eV. The calculation puts the total energy at -238012.23243 eV. As for the charge: -2.

Atoms and positions in Å:
Rb 0.201 3.462 -0.059
C 0.072 6.858 -1.602
C -0.637 5.802 -2.208
N -1.669 5.427 -1.464
N -1.646 6.218 -0.373
C -0.610 7.088 -0.431
B -2.632 6.052 0.792
N -1.798 6.042 2.101
C -1.807 6.898 3.150
C -0.821 6.500 4.027
C -0.247 5.371 3.408
N -0.844 5.109 2.255
N -3.430 4.746 0.627
C -4.693 4.576 0.171
C -4.941 3.223 0.108
C -3.735 2.632 0.539
N -2.841 3.556 0.848
N -3.639 7.228 0.865
C -4.669 7.350 1.735
C -5.312 8.537 1.467
C -4.583 9.080 0.391
N -3.582 8.288 0.035
H 0.952 7.363 -1.960
H -0.451 5.312 -3.152
H -0.428 7.804 0.354
H -2.487 7.732 3.198
H -0.552 6.961 4.964
H 0.563 4.740 3.748
H -5.325 5.412 -0.079
H -5.846 2.738 -0.222
H -3.484 1.584 0.637
H -4.869 6.590 2.475
H -6.175 8.947 1.968
H -4.743 10.006 -0.142
C -5.829 -3.106 -0.166
C -4.594 -3.090 -1.033
C -3.621 -4.076 -0.921
C -2.469 -4.042 -1.693
C -1.391 -5.080 -1.507
C -2.290 -3.009 -2.625
C -3.289 -2.039 -2.796
C -3.231 -0.980 -3.866
C -4.411 -2.085 -1.970
C -1.061 -3.033 -3.478
C -1.074 -3.932 -4.545
C 0.009 -4.048 -5.396
C 1.121 -3.251 -5.189
C 1.160 -2.340 -4.134
C 0.075 -2.232 -3.242
Ge 0.178 -0.894 -1.722
S -0.275 1.079 -2.360
S 2.147 -1.154 -0.569
Ge 0.823 -1.088 1.259
S 0.682 0.862 2.197
S -1.041 -1.613 0.099
C 1.323 -2.475 2.635
C 0.346 -2.972 3.524
C 0.682 -3.939 4.468
C 1.986 -4.387 4.588
C 2.962 -3.862 3.760
C 2.650 -2.914 2.786
C 3.797 -2.411 1.967
C 4.339 -1.139 2.175
C 3.792 -0.170 3.195
C 5.444 -0.743 1.420
C 6.042 -1.588 0.504
C 7.258 -1.155 -0.275
C 5.500 -2.860 0.324
C 4.383 -3.276 1.028
C 3.773 -4.629 0.765
C -1.070 -2.479 3.542
C -1.432 -1.382 4.333
C -0.468 -0.690 5.268
C -2.758 -0.947 4.313
C -3.728 -1.598 3.571
C -5.155 -1.112 3.559
C -3.363 -2.734 2.853
C -2.055 -3.188 2.835
C -1.684 -4.422 2.061
C 2.392 -1.498 -4.011
C 2.460 -0.233 -4.605
C 1.354 0.329 -5.461
C 3.620 0.524 -4.441
C 4.719 0.040 -3.754
C 5.954 0.885 -3.567
C 4.661 -1.253 -3.241
C 3.518 -2.027 -3.358
C 3.473 -3.414 -2.774
H -5.840 -3.979 0.488
H -6.734 -3.124 -0.777
H -5.868 -2.209 0.456
H -3.757 -4.876 -0.200
H -1.632 -5.751 -0.683
H -0.435 -4.592 -1.290
H -1.249 -5.678 -2.409
H -2.381 -1.117 -4.530
H -3.134 0.010 -3.422
H -4.148 -1.002 -4.463
H -5.163 -1.305 -2.069
H -1.959 -4.541 -4.701
H -0.014 -4.755 -6.220
H 1.977 -3.319 -5.851
H -0.092 -4.318 5.125
H 2.244 -5.130 5.335
H 3.993 -4.182 3.861
H 3.018 -0.616 3.816
H 3.361 0.706 2.697
H 4.592 0.191 3.845
H 5.835 0.262 1.553
H 7.514 -0.120 -0.051
H 7.079 -1.236 -1.348
H 8.117 -1.784 -0.030
H 5.955 -3.532 -0.399
H 4.263 -5.123 -0.073
H 2.710 -4.519 0.527
H 3.845 -5.281 1.637
H 0.520 -1.146 5.247
H -0.845 -0.737 6.294
H -0.356 0.358 4.999
H -3.031 -0.071 4.896
H -5.281 -0.251 4.216
H -5.836 -1.900 3.888
H -5.451 -0.812 2.552
H -4.117 -3.266 2.279
H -2.570 -4.890 1.634
H -1.172 -5.150 2.694
H -1.008 -4.157 1.245
H 0.526 -0.369 -5.568
H 1.739 0.567 -6.459
H 0.958 1.239 -5.014
H 3.652 1.527 -4.858
H 5.871 1.824 -4.114
H 6.845 0.357 -3.917
H 6.094 1.127 -2.511
H 5.522 -1.660 -2.718
H 4.436 -3.675 -2.334
H 3.220 -4.159 -3.532
H 2.712 -3.465 -1.992
O 4.914 4.870 0.056
C 3.962 4.336 -0.548
O 2.717 4.422 -0.364
H 4.260 3.642 -1.395

=====

# C61H71F10MnN15O23S10

C61H71F10MnN15O23S10 as an isolated structure (ωB97M-V/def2-TZVPD, the OMol25 dataset).

The expectation value of S² is 8.755. The calculation puts the strongest force on any atom at 16.079 eV/Å. The molar mass comes out at 1947.9 Da. The HOMO-LUMO gap (alpha / beta) is 7.122 / 7.204 eV. The spin multiplicity is 6. As for the highest occupied orbital energy (alpha / beta): -19.072 / -19.154 eV. The calculation puts the total energy at -300629.89747 eV. As for the charge: +6.

Atoms and positions in Å:
Mn -1.560 0.404 3.376
O 1.234 -1.682 1.178
C 0.355 -0.750 0.806
O 0.502 -0.280 -0.322
O -0.432 -0.273 1.660
H 1.861 -1.818 0.465
C -1.511 -2.862 -1.179
N -1.864 -3.835 -0.117
C -3.112 -4.408 -0.125
C -3.462 -5.280 0.912
C -2.502 -5.530 1.967
C -1.329 -4.812 2.010
C -0.963 -4.043 0.901
C -2.790 -6.498 3.070
C -2.843 -6.150 4.395
C -3.265 -7.143 5.312
N -3.476 -8.390 4.913
C -3.365 -8.759 3.671
C -3.007 -7.806 2.713
C -3.930 -9.404 5.953
H -2.316 -2.130 -1.235
H -1.523 -3.469 -2.084
H -0.568 -2.357 -0.967
H -3.794 -4.251 -0.947
H -4.342 -5.904 0.949
H -0.655 -4.943 2.844
H -0.043 -3.478 0.932
H -2.589 -5.191 4.821
H -3.339 -7.044 6.385
H -3.794 -9.716 3.411
H -3.011 -8.120 1.680
H -3.555 -10.399 5.713
H -5.010 -9.349 6.089
H -3.548 -9.039 6.907
C -2.130 6.178 -10.651
N -1.652 5.302 -9.541
C -1.586 5.759 -8.275
C -1.129 4.964 -7.197
C -0.912 3.621 -7.540
C -1.084 3.118 -8.854
C -1.504 4.001 -9.861
C -0.486 2.668 -6.487
C 0.536 3.004 -5.660
C 0.922 2.145 -4.643
N 0.311 0.970 -4.444
C -0.764 0.663 -5.201
C -1.232 1.562 -6.190
C 0.800 -0.010 -3.451
H -1.558 5.989 -11.560
H -2.155 7.243 -10.423
H -3.166 5.839 -10.677
H -1.878 6.786 -8.111
H -0.976 5.401 -6.221
H -1.079 2.075 -9.134
H -1.740 3.652 -10.856
H 0.990 3.967 -5.839
H 1.783 2.391 -4.040
H -1.251 -0.282 -5.012
H -2.178 1.380 -6.679
H -0.022 -0.568 -3.001
H 1.421 0.381 -2.645
H 1.472 -0.693 -3.971
C -8.012 -0.581 -4.578
N -7.223 0.151 -3.534
C -7.028 -0.304 -2.246
C -6.072 0.264 -1.438
C -5.427 1.394 -1.882
C -5.637 1.882 -3.160
C -6.563 1.230 -3.967
C -4.424 1.973 -1.009
C -3.133 1.381 -0.962
C -2.148 1.971 -0.195
N -2.431 3.039 0.620
C -3.641 3.631 0.544
C -4.651 3.131 -0.244
C -1.409 3.672 1.433
H -8.887 -0.076 -4.986
H -8.297 -1.580 -4.249
H -7.310 -0.812 -5.379
H -7.372 -1.297 -1.997
H -5.866 -0.234 -0.502
H -4.975 2.671 -3.484
H -6.801 1.574 -4.963
H -2.950 0.545 -1.621
H -1.143 1.596 -0.071
H -3.815 4.522 1.129
H -5.644 3.538 -0.123
H -0.455 3.144 1.440
H -1.804 3.573 2.444
H -1.300 4.655 0.976
C 8.270 7.473 -5.989
N 7.375 6.615 -5.201
C 6.600 7.149 -4.278
C 5.763 6.283 -3.571
C 5.690 4.913 -3.894
C 6.434 4.445 -4.980
C 7.245 5.317 -5.656
C 4.925 4.017 -3.061
C 5.410 2.781 -2.549
C 4.620 2.002 -1.647
N 3.451 2.505 -1.188
C 2.970 3.601 -1.684
C 3.640 4.386 -2.572
C 2.778 1.948 -0.012
H 8.550 8.379 -5.451
H 7.605 7.808 -6.786
H 9.072 6.873 -6.418
H 6.770 8.205 -4.127
H 5.167 6.629 -2.739
H 6.339 3.400 -5.237
H 7.901 5.038 -6.468
H 6.358 2.419 -2.917
H 4.948 1.035 -1.294
H 2.021 3.897 -1.263
H 3.170 5.301 -2.901
H 2.922 2.566 0.874
H 3.220 0.978 0.215
H 1.691 1.951 -0.094
C 3.030 -7.547 9.424
N 3.114 -6.526 8.398
C 3.363 -6.920 7.149
C 3.352 -5.973 6.100
C 3.311 -4.624 6.398
C 3.020 -4.279 7.754
C 2.852 -5.245 8.733
C 3.687 -3.499 5.348
C 4.083 -2.234 5.821
C 4.279 -1.191 4.963
N 4.042 -1.344 3.682
C 3.808 -2.565 3.141
C 3.555 -3.659 4.000
C 4.088 -0.207 2.807
H 3.706 -7.286 10.238
H 3.197 -8.551 9.033
H 1.968 -7.453 9.650
H 3.495 -7.977 6.970
H 3.379 -6.243 5.054
H 2.920 -3.239 8.028
H 2.677 -5.021 9.775
H 4.268 -2.081 6.874
H 4.457 -0.170 5.267
H 3.613 -2.573 2.079
H 3.251 -4.599 3.562
H 3.798 0.647 3.419
H 3.438 -0.319 1.939
H 5.128 0.030 2.586
N -1.275 -0.982 4.792
S 0.009 -2.096 5.230
O -0.248 -3.484 4.895
O 0.790 -1.835 6.413
F 0.971 -1.668 4.002
S -2.034 -1.545 6.051
O -1.668 -0.891 7.316
O -2.691 -2.857 5.959
F -3.330 -0.583 5.804
N -0.344 4.327 -1.421
S -1.527 4.702 -2.622
O -0.971 5.149 -3.863
O -2.850 5.128 -2.232
F -1.815 3.147 -3.167
S 0.043 5.732 -1.369
O -0.877 6.731 -0.733
O 1.036 6.144 -2.330
F 1.050 5.419 -0.123
N -0.542 2.008 4.149
S 1.126 2.261 4.076
O 2.023 1.297 4.712
O 1.582 3.640 4.023
F 1.243 1.862 2.537
S -0.561 2.638 5.524
O -0.443 4.066 5.731
O -0.030 1.713 6.559
F -2.153 2.319 5.706
N -3.361 0.143 2.617
S -4.115 -1.289 2.095
O -4.339 -1.344 0.664
O -5.082 -1.992 2.912
F -2.762 -2.127 2.208
S -4.669 0.791 2.951
O -5.095 0.595 4.293
O -5.712 1.051 1.943
F -3.957 2.303 3.009
N 3.214 -2.538 -0.542
S 4.311 -2.146 -1.373
O 4.033 -1.171 -2.455
O 5.577 -2.945 -1.458
F 4.804 -1.039 -0.291
S 2.523 -3.528 -1.745
O 3.413 -4.544 -2.322
O 1.510 -2.972 -2.658
F 1.617 -4.311 -0.664